# 1
{
  "formula": "C19H42BN13O8",
  "method": "ωB97M-V/def2-TZVPD",
  "homo_ha": -0.302,
  "e_lumo_ev": 0.07,
  "total_energy_ev": -56806.35048,
  "orbital_gap_ev": 8.287,
  "largest_force_ha_per_bohr": 0.157,
  "multiplicity": 1,
  "elements": ["N", "C", "O", "C", "C", "B", "C", "C", "O", "C", "C", "C", "C", "C", "C", "C", "C", "H", "H", "H", "H", "H", "H", "H", "H", "H", "H", "H", "H", "H", "H", "H", "H", "H", "H", "N", "C", "N", "O", "H", "H", "H", "H", "N", "C", "N", "O", "H", "H", "H", "H", "N", "C", "N", "O", "H", "H", "H", "H", "N", "C", "N", "O", "H", "H", "H", "H", "N", "C", "N", "O", "H", "H", "H", "H", "N", "C", "N", "O", "H", "H", "H", "H"],
  "positions_angstrom": [[1.70670, -1.85204, -1.54378], [2.05526, -0.93347, -2.69452], [2.91889, 0.08131, -2.42171], [1.50840, -1.06200, -4.24072], [0.40764, -2.25427, -4.47232], [-1.15324, -1.82691, -4.16647], [-1.97445, -2.46760, -2.85774], [-1.45947, -3.96147, -2.42300], [-1.13822, -4.92191, -3.29051], [-1.93220, -0.79206, -5.18112], [-2.10163, 0.73912, -4.62449], [-1.95829, 0.91375, -3.00037], [-3.29163, 0.65087, -2.02734], [-3.03440, 0.79609, -0.39206], [-1.57114, 1.15539, 0.28911], [-0.27490, 1.44183, -0.69118], [-0.51468, 1.29967, -2.30963], [0.70184, -2.16054, -1.57056], [2.36568, -2.65678, -1.45923], [1.16322, 0.00057, -4.66096], [2.45890, -1.35277, -4.90079], [0.45855, -2.53919, -5.62705], [0.78569, -3.19701, -3.88995], [-1.69338, -1.74448, -1.95007], [-3.13017, -2.35985, -3.00467], [-1.41492, -4.17333, -1.24853], [-3.01935, -1.19189, -5.47088], [-1.36473, -0.71162, -6.22973], [-1.38920, 1.48785, -5.21425], [-3.20513, 1.08814, -4.91791], [-4.36029, 0.37381, -2.45310], [-3.95848, 0.59732, 0.33365], [-1.41928, 1.22183, 1.46975], [0.81209, 1.71690, -0.31876], [0.39727, 1.46454, -3.03429], [1.65919, 3.99039, 3.82551], [1.29771, 3.39473, 2.67475], [1.92032, 3.86881, 1.58057], [0.47176, 2.49685, 2.62732], [2.33731, 4.73111, 3.88466], [1.21411, 3.66315, 4.67308], [1.67703, 3.44781, 0.69350], [2.60308, 4.60744, 1.59965], [-5.34607, 4.09156, -2.09774], [-6.12285, 3.08692, -1.65382], [-6.92317, 3.41303, -0.62292], [-6.10306, 1.97003, -2.14656], [-5.34831, 5.01774, -1.70505], [-4.72854, 3.88825, -2.87290], [-7.52416, 2.68553, -0.25838], [-6.95351, 4.32711, -0.20384], [6.93602, -1.00051, -3.43253], [7.34859, -1.05262, -2.15315], [6.35938, -0.98625, -1.24392], [8.52513, -1.15209, -1.84254], [5.97194, -0.91875, -3.70799], [7.64913, -1.04750, -4.14865], [6.62680, -1.02210, -0.26897], [5.38497, -0.90417, -1.48032], [1.64874, -6.15775, -1.30986], [2.93536, -5.79748, -1.15313], [3.81552, -6.56257, -1.82365], [3.27644, -4.85291, -0.45881], [1.34838, -6.93224, -1.87729], [0.95377, -5.60769, -0.82203], [4.79473, -6.32547, -1.73280], [3.55382, -7.34435, -2.40021], [2.07354, 0.96195, 5.90522], [1.18537, 1.44593, 6.79216], [1.39691, 1.05851, 8.06290], [0.26241, 2.17734, 6.46996], [2.83996, 0.35860, 6.15135], [1.95033, 1.22948, 4.93733], [0.75092, 1.40048, 8.76224], [2.15124, 0.45681, 8.34754], [-3.16077, 3.27094, 8.14353], [-3.69737, 2.05974, 8.37760], [-3.06390, 1.04088, 7.76910], [-4.67942, 1.89837, 9.08483], [-2.35259, 3.42382, 7.56431], [-3.60744, 4.06526, 8.58295], [-3.43569, 0.11211, 7.91904], [-2.25401, 1.15397, 7.18312]],
  "forces_ev_per_a": [[-0.2630, 0.9782, -2.5172], [3.6147, 4.2348, 1.6604], [-4.8373, -6.2120, -1.8121], [0.4581, -0.1896, -0.3261], [0.7419, -0.1985, -0.5416], [-0.1314, -0.3366, 0.1500], [0.9160, 0.0024, 0.6644], [0.3424, -3.0725, -3.4460], [-1.7767, 5.5676, 5.0883], [-0.3166, 0.3096, -1.4038], [-0.9070, 0.9712, 0.2521], [0.0395, 0.1294, 3.5448], [4.5480, 1.1024, 2.0288], [2.3746, 0.2181, -2.0249], [0.0125, -0.0575, -3.9278], [-4.1662, -1.2716, -2.0763], [-2.6591, -0.6423, 1.9183], [1.5764, 0.1878, -0.3111], [-0.6572, 0.8128, 0.0199], [0.7002, -2.3343, 1.2157], [-1.8496, 0.7054, 1.6801], [-0.1037, 0.6044, 2.3256], [-0.7831, 1.7660, -1.0750], [-0.7208, -1.3988, -1.6993], [2.0871, -0.6014, 0.4719], [0.0367, 0.2800, -2.3537], [2.3050, 0.7151, 0.8324], [-1.1220, -0.2133, 2.2449], [-1.2915, -1.7067, 1.5423], [2.4174, -0.6700, 0.7897], [2.5478, 0.8110, 1.0178], [2.2884, 0.5217, -1.7730], [-0.4526, -0.0933, -2.9635], [-2.6747, -0.8277, -0.6967], [-1.9973, -0.2751, 1.6503], [0.1455, 0.2754, 1.3782], [-0.4042, -0.3158, 0.0012], [0.4054, 0.1677, -1.4162], [-0.0539, -0.2595, -0.0040], [-0.1358, -0.1459, -0.0526], [-0.0057, 0.0824, -0.0957], [0.1190, 0.2512, 0.3241], [-0.1389, -0.1533, -0.0033], [0.8956, 0.7172, -0.8224], [0.1093, -0.4991, -0.2765], [-1.0224, -0.1186, 1.0883], [-0.1091, -0.1730, -0.0856], [0.0141, -0.2043, -0.0561], [-0.1809, 0.0860, 0.3491], [0.2300, 0.3152, -0.1220], [0.0264, -0.1907, -0.0820], [-0.0108, -0.0198, -1.6427], [0.6076, -0.0481, 0.4461], [-0.6435, 0.0129, 1.1995], [0.1796, -0.0144, -0.0216], [0.1342, 0.0437, 0.1124], [-0.3080, 0.0277, 0.3028], [-0.1332, -0.0024, -0.4160], [0.0305, 0.0799, 0.0266], [-1.3272, 0.0111, 0.1707], [0.0331, 0.2826, 0.2645], [1.2698, -0.4979, -0.5099], [0.0282, 0.4035, 0.0446], [-0.0018, 0.1989, 0.0603], [0.2412, -0.2827, -0.2422], [-0.3653, -0.1139, -0.0486], [0.0348, 0.1590, 0.1224], [0.5522, -0.1099, -1.1125], [0.0205, -0.0353, -0.1365], [-0.2393, -0.0919, 1.3991], [-0.4431, 0.4274, -0.0984], [-0.1629, 0.1165, -0.0329], [0.0091, -0.1589, 0.2049], [0.2612, -0.1581, -0.2159], [-0.1560, 0.1079, -0.0750], [0.2652, 1.5311, 0.0379], [-0.6008, -0.1310, 0.4044], [0.3985, -1.4097, -0.4252], [-0.1199, -0.0108, 0.1017], [-0.0499, -0.1021, 0.0418], [0.1821, -0.3445, -0.1908], [0.1378, 0.3992, -0.0703], [-0.0154, 0.0784, 0.0242]]
}



# 2
{
  "formula": "C16H26AlB2F16O6",
  "method": "ωB97M-V/def2-TZVPD",
  "homo_ha": -0.156,
  "charge": -1,
  "e_lumo_ev": 2.16,
  "total_energy_ev": -80732.12159,
  "orbital_gap_ev": 6.400,
  "largest_force_ha_per_bohr": 0.011,
  "multiplicity": 1,
  "elements": ["C", "C", "O", "C", "Al", "B", "C", "O", "B", "O", "O", "C", "C", "H", "H", "H", "H", "H", "H", "H", "H", "H", "H", "H", "H", "H", "H", "H", "H", "H", "H", "C", "C", "C", "F", "F", "F", "F", "O", "C", "C", "F", "F", "F", "F", "H", "H", "H", "H", "C", "C", "C", "F", "F", "F", "F", "O", "C", "C", "F", "F", "F", "F", "H", "H", "H", "H"],
  "positions_angstrom": [[3.27742, 4.04485, 2.85463], [2.45604, 4.54636, 1.67076], [1.17832, 3.99377, 1.56104], [1.15925, 2.54058, 1.46542], [0.61378, 1.53817, 3.19002], [-0.23805, -0.40782, 2.69341], [-0.04329, -1.79054, 3.46248], [-1.11659, -0.62031, 1.61373], [-0.64270, 2.87080, 4.37307], [-0.05046, 3.83110, 5.19051], [-2.02680, 2.88594, 4.52004], [-2.82057, 2.38023, 3.46708], [-2.69404, 3.20271, 2.19291], [2.73085, 4.18244, 3.78920], [3.53352, 2.98928, 2.76694], [4.21010, 4.61756, 2.90734], [2.30774, 5.62646, 1.77040], [3.02829, 4.37979, 0.73659], [2.12868, 2.20397, 1.05027], [0.41988, 2.34616, 0.66904], [1.97696, 1.31628, 4.10554], [-0.85266, -1.92182, 4.19144], [0.91419, -1.84879, 3.98318], [-0.10263, -2.55707, 2.68261], [-1.09730, 0.13294, 1.02052], [0.88994, 3.64722, 5.23269], [-2.55697, 1.33336, 3.26815], [-3.85849, 2.39499, 3.81400], [-2.82770, 4.26398, 2.41583], [-3.46297, 2.90058, 1.47394], [-1.71347, 3.06944, 1.73017], [-1.49618, -4.71298, -2.45817], [0.02766, -4.88854, -2.53871], [0.62191, -6.19370, -1.99134], [0.42687, -6.29475, -0.66477], [1.95535, -6.19623, -2.22161], [0.67441, -3.83842, -2.00564], [0.31540, -4.92405, -3.88176], [-1.98348, -3.92848, -1.39787], [-2.36052, -4.45927, -0.19725], [-1.57456, -3.81234, 0.95036], [-0.26310, -4.09415, 0.76817], [-1.97632, -4.37598, 2.11066], [-2.25847, -5.80346, -0.17935], [-3.67195, -4.16948, -0.00905], [-1.74910, -4.15221, -3.35728], [-1.98761, -5.68556, -2.51360], [0.17732, -7.05661, -2.49405], [-1.72428, -2.72993, 0.97584], [1.41734, 1.42595, -2.42402], [0.25087, 0.49019, -2.08393], [0.23566, -0.91073, -2.70826], [0.14367, -0.82796, -4.05654], [-0.85157, -1.57282, -2.25981], [-0.92867, 1.09769, -2.31928], [0.36889, 0.26715, -0.74371], [1.15300, 2.38350, -3.43712], [1.41436, 2.15529, -4.74467], [0.15461, 2.33934, -5.60742], [-0.79172, 1.45210, -5.25049], [0.47272, 2.11984, -6.90526], [1.98276, 0.95746, -4.96846], [2.30054, 3.09663, -5.17313], [1.57343, 2.00864, -1.51575], [2.32376, 0.85644, -2.62791], [1.13432, -1.46991, -2.43891], [-0.22758, 3.35475, -5.49288]],
  "forces_ev_per_a": [[0.1114, 0.1094, -0.0743], [0.0840, 0.0211, 0.0257], [0.0155, -0.0213, 0.1173], [-0.1851, -0.0103, -0.2197], [0.3673, 0.0318, -0.0288], [-0.1930, -0.1553, -0.0770], [0.0375, 0.4754, -0.2591], [0.2967, -0.0348, -0.0236], [-0.1023, -0.0793, 0.1773], [-0.1616, -0.2537, 0.1808], [0.1171, 0.4828, -0.2729], [-0.0364, -0.2529, 0.0170], [-0.1228, -0.0582, -0.0158], [0.0027, -0.0014, -0.0394], [-0.0923, 0.0139, 0.0226], [-0.0471, -0.0206, 0.0321], [-0.0043, -0.0275, -0.0403], [-0.0222, -0.0457, 0.0681], [-0.0926, -0.0143, 0.0202], [0.0820, -0.0297, 0.0828], [-0.0579, 0.0365, -0.0366], [0.0629, -0.1437, -0.0605], [-0.0973, -0.0676, 0.0399], [0.0633, -0.2259, 0.4246], [-0.2327, 0.1609, 0.0320], [0.1221, 0.0571, -0.0879], [0.0027, 0.0497, -0.0418], [0.0443, 0.0169, 0.0315], [0.0266, -0.0462, -0.0097], [0.0513, 0.0014, 0.0110], [-0.0071, 0.0629, 0.0762], [-0.2570, 0.0050, -0.1654], [0.0100, -0.0829, -0.0106], [-0.0437, 0.0423, -0.0190], [-0.0251, -0.0132, 0.0187], [0.0344, -0.0021, -0.0192], [0.0540, -0.0282, 0.0239], [0.0217, 0.0029, 0.0261], [0.3456, 0.0366, 0.1495], [-0.2365, 0.1395, -0.0395], [-0.0598, -0.0004, -0.1823], [-0.0012, -0.0041, 0.0374], [-0.0220, -0.0492, 0.0420], [0.0954, -0.1116, 0.0068], [-0.0073, -0.0452, -0.0080], [-0.0314, -0.0130, 0.0216], [0.0596, -0.0192, 0.0404], [-0.0141, -0.0060, 0.0074], [0.0629, 0.0104, 0.0625], [0.2396, 0.0795, 0.0984], [0.0839, -0.0001, 0.0381], [0.0503, 0.1058, 0.0314], [0.0081, -0.0281, -0.0346], [-0.0120, 0.0992, -0.0525], [-0.0386, 0.0297, 0.0460], [-0.1262, -0.1371, -0.0470], [-0.4126, -0.0691, -0.0099], [0.1655, 0.1064, -0.0749], [0.0606, 0.0441, 0.0618], [-0.0097, -0.0078, 0.0065], [0.0111, 0.0075, -0.0321], [-0.0014, -0.0790, -0.0276], [0.0369, -0.0384, -0.0089], [0.0171, 0.0250, -0.0395], [-0.0423, -0.0393, -0.0332], [-0.0248, 0.0084, 0.0026], [-0.0237, 0.0003, 0.0114]]
}